*i*
An isolated molecule of Cl2HNS. Source: the Open Molecules 2025 dataset; level of theory: wB97M-V/def2-TZVPD.

Its net charge is 0. For the frontier orbital gap (alpha / beta), the calculation gives 0.322 / 0.322 Ha.

The geometry in XYZ format:
```
5
Properties=species:S:1:pos:R:3:nbo_charge:R:1
Cl 2.41457 -1.78328 -0.23229 -0.192
Cl 3.37478 1.37004 -0.29427 -0.447
S 1.84141 -0.15119 0.89347 1.173
N 0.41417 0.20259 0.70101 -0.951
H -0.23984 0.06328 -0.04664 0.417
```

*ii*
A cluster of 2 separate species, Cl2HNS in total. Source: the Open Molecules 2025 dataset; level of theory: wB97M-V/def2-TZVPD.

Its net charge is 0. For the frontier orbital gap (alpha / beta), the calculation gives 0.296 / 0.302 Ha.

The geometry in XYZ format:
```
5
Properties=species:S:1:pos:R:3:nbo_charge:R:1
Cl -2.68639 1.61419 0.12862 0.171
Cl -3.40372 -1.04785 -0.63802 0.133
S -1.26986 -0.61647 1.32481 0.368
N -2.58718 -0.06608 0.60966 -0.647
H 0.41518 0.01072 -0.06958 -0.025
```

Name the most stable of them. *i*.

*i*
An isolated molecule of C3H4N2OS. Source: the Open Molecules 2025 dataset; level of theory: wB97M-V/def2-TZVPD.

Its net charge is 0. For the frontier orbital gap, the calculation gives 0.326 Ha. The SMILES is C#C/C(=N/O)NS.

The geometry in XYZ format:
```
11
Properties=species:S:1:pos:R:3:nbo_charge:R:1
S -2.09976 -0.77109 -0.23839 0.155
O -0.49537 2.00989 -0.06584 -0.582
N 0.79734 1.34058 -0.02857 -0.133
N -0.54916 -0.81745 0.54731 -0.799
C 3.10406 -0.90364 -0.30658 -0.212
C 2.01696 -0.49267 0.06710 -0.058
C 0.65034 0.11040 0.31784 0.313
H -0.35426 -1.93206 0.27547 0.417
H 4.11714 -1.33053 -0.31730 0.251
H -2.58358 0.56273 0.36525 0.156
H 0.01443 3.01184 -0.08380 0.492
```

*ii*
A cluster of 2 separate species, C3H4N2OS in total. Source: the Open Molecules 2025 dataset; level of theory: wB97M-V/def2-TZVPD.

Its net charge is 0. For the frontier orbital gap, the calculation gives 0.234 Ha.

The geometry in XYZ format:
```
11
Properties=species:S:1:pos:R:3:nbo_charge:R:1
S -1.12279 1.95811 0.48018 0.009
O 1.87018 -1.67839 -1.08321 -0.425
N -0.92415 -0.61676 0.64743 -0.431
N 0.78624 -1.04389 -0.53144 -0.045
C 0.81766 0.23749 -0.30218 -0.102
C -0.17766 -1.72595 0.17936 0.102
C -0.32901 0.47270 0.34852 -0.090
H -0.31694 -2.81313 0.20525 0.238
H 2.18882 -0.52099 -2.27846 0.376
H -1.38468 2.31004 1.80343 0.149
H 1.61532 0.84048 -0.91347 0.218
```

Name the most stable of them. *i*.

*i*
An isolated molecule of C3H4N2OS. Source: the Open Molecules 2025 dataset; level of theory: wB97M-V/def2-TZVPD.

Its net charge is 0. For the frontier orbital gap, the calculation gives 0.284 Ha.

The geometry in XYZ format:
```
11
Properties=species:S:1:pos:R:3:nbo_charge:R:1
S -1.55876 0.42877 0.76191 0.241
O -3.08186 -0.71462 -1.44276 -0.336
N -0.83447 -0.71924 -1.62911 -0.177
N -1.94559 -0.60750 -1.10020 0.347
C 0.27477 -0.28571 -0.93560 -0.156
C 1.26818 0.53893 1.17602 -0.628
C 0.03345 0.23587 0.32794 -0.205
H 1.77736 1.39944 0.67626 0.239
H 0.95154 0.68346 2.26046 0.231
H 1.26105 -0.66768 -1.17786 0.223
H 1.85431 -0.29173 1.08294 0.221
```

*ii*
A cluster of 2 separate species, C3H4N2OS in total. Source: the Open Molecules 2025 dataset; level of theory: wB97M-V/def2-TZVPD.

Its net charge is 0. For the frontier orbital gap (alpha / beta), the calculation gives 0.303 / 0.289 Ha.

The geometry in XYZ format:
```
11
Properties=species:S:1:pos:R:3:nbo_charge:R:1
S -2.33114 1.50537 -0.56210 1.260
O -1.74432 2.79165 -0.80788 -0.847
N 0.92317 0.63011 -0.11597 -0.414
N -0.86053 -2.11743 -0.02388 -0.285
C 1.27106 -0.45921 0.75636 -0.496
C -1.26874 0.27629 -0.56294 -0.409
C -1.20892 -1.04164 -0.37623 0.154
H 0.39537 -0.83009 1.18965 0.240
H 1.89493 0.10927 1.43130 0.249
H 1.31709 0.46044 -1.07799 0.342
H 1.61203 -1.32477 0.14969 0.204
```

*iii*
An isolated molecule of C3H4N2OS. Source: the Open Molecules 2025 dataset; level of theory: wB97M-V/def2-TZVPD.

Its net charge is 0. For the frontier orbital gap, the calculation gives 0.327 Ha. The SMILES is S=C1COC=NN1.

The geometry in XYZ format:
```
11
Properties=species:S:1:pos:R:3:nbo_charge:R:1
S 2.79205 -0.14735 -0.05776 -0.179
O -1.09575 0.98485 -0.09716 -0.480
N 0.33242 -1.27244 0.04157 -0.438
N -1.10269 -1.37576 -0.05433 -0.298
C -1.66092 -0.24054 -0.07560 0.378
C 1.08950 -0.17862 -0.04199 0.109
C 0.30710 1.11913 0.02955 -0.155
H 0.63553 1.89052 -0.75332 0.232
H -2.68348 -0.17287 0.09742 0.188
H 0.52973 1.56093 1.02076 0.218
H 0.85650 -2.16786 -0.10913 0.424
```

*iv*
An isolated molecule of C3H4N2OS. Source: the Open Molecules 2025 dataset; level of theory: wB97M-V/def2-TZVPD.

Its net charge is 0. For the frontier orbital gap, the calculation gives 0.304 Ha. The SMILES is Oc1[nH]cnc1S.

The geometry in XYZ format:
```
11
Properties=species:S:1:pos:R:3:nbo_charge:R:1
S 2.62404 0.01342 0.02729 0.000
O 0.17191 2.11615 -0.02072 -0.658
N 0.30427 -1.45794 0.06124 -0.450
N -1.32660 0.13113 0.01609 -0.564
C 0.85687 -0.22160 0.04019 -0.097
C -0.99604 -1.18663 0.03335 0.171
C -0.06173 0.76930 0.00663 0.348
H -1.74164 -1.98040 -0.01498 0.196
H -2.23579 0.47310 -0.25151 0.426
H 2.94140 -1.24747 -0.28970 0.145
H -0.53668 2.59092 0.39212 0.483
```

Name the most stable of them. *iv*.

*i*
An isolated molecule of C3H4N2OS. Source: the Open Molecules 2025 dataset; level of theory: wB97M-V/def2-TZVPD.

Its net charge is 0. For the frontier orbital gap, the calculation gives 0.316 Ha.

The geometry in XYZ format:
```
11
Properties=species:S:1:pos:R:3:nbo_charge:R:1
S -3.76162 0.02394 0.17949 0.013
O 1.96539 0.96568 0.22096 -0.414
N -1.22285 -0.83821 -0.35788 -0.445
N 0.80839 1.68240 -0.44719 -0.387
C 0.56652 0.62012 0.36240 0.196
C 0.17052 -0.76679 -0.18706 -0.273
C -2.27303 -0.35531 -0.04980 0.232
H 0.63852 -0.93243 -1.16607 0.213
H 0.48682 -1.55547 0.50713 0.211
H 0.22275 0.75174 1.39847 0.153
H 2.39859 0.40434 -0.46045 0.502
```

*ii*
An isolated molecule of C3H4N2OS. Source: the Open Molecules 2025 dataset; level of theory: wB97M-V/def2-TZVPD.

Its net charge is 0. For the frontier orbital gap (alpha / beta), the calculation gives 0.303 / 0.216 Ha.

The geometry in XYZ format:
```
11
Properties=species:S:1:pos:R:3:nbo_charge:R:1
S 0.46331 0.00754 -0.97021 0.442
O -3.18948 1.25456 -0.12592 -0.520
N -2.28167 -0.88776 0.26033 -0.296
N -1.32286 -1.61689 0.08246 -0.017
C -0.17090 -1.60295 -0.39938 -0.248
C -2.42972 0.33137 -0.38098 0.466
C 0.78207 0.89868 0.38366 -0.607
H 0.55077 -2.38068 -0.30636 0.216
H 0.75473 1.93016 0.17462 0.210
H -1.68623 0.52290 -1.18705 0.119
H 0.97328 0.69669 1.46020 0.235
```

*iii*
An isolated molecule of C3H4N2OS. Source: the Open Molecules 2025 dataset; level of theory: wB97M-V/def2-TZVPD.

Its net charge is 0. For the frontier orbital gap, the calculation gives 0.333 Ha. The SMILES is Cc1nc(=O)[nH]s1.

The geometry in XYZ format:
```
11
Properties=species:S:1:pos:R:3:nbo_charge:R:1
S 1.03903 1.52645 -0.04596 0.672
O 3.79203 -0.94073 0.14394 -0.594
N 1.47524 -1.00888 0.10440 -0.517
N 2.59760 0.96504 -0.19394 -0.820
C -0.93906 -0.36380 0.02588 -0.676
C 2.69967 -0.48709 0.03350 0.737
C 0.47619 -0.00244 0.07648 0.021
H -0.91964 -1.34836 -0.39605 0.264
H 3.40225 1.47531 -0.27171 0.419
H -1.42193 -0.32545 1.14786 0.249
H -1.66689 0.31335 -0.50746 0.245
```

Name the most stable of them. *iii*.

*i*
An isolated molecule of C3H4N2OS. Source: the Open Molecules 2025 dataset; level of theory: wB97M-V/def2-TZVPD.

Its net charge is 0. For the frontier orbital gap, the calculation gives 0.322 Ha. The SMILES is Cn1cnc(=S)o1.

The geometry in XYZ format:
```
11
Properties=species:S:1:pos:R:3:nbo_charge:R:1
S 2.38813 -0.35939 0.02705 -0.082
O -0.28590 -0.81449 -0.06536 -0.322
N -1.42707 -0.05079 -0.16284 -0.086
N 0.29596 1.35266 -0.00575 -0.514
C -2.73560 -0.68129 0.08744 -0.415
C 0.83258 0.10399 0.01844 0.269
C -0.98444 1.20524 0.00976 0.267
H -2.70400 -1.54758 -0.57758 0.231
H -1.64166 2.03546 0.18506 0.209
H -3.48499 0.01266 -0.16706 0.226
H -2.84971 -1.11515 1.13604 0.217
```

*ii*
An isolated molecule of C3H4N2OS. Source: the Open Molecules 2025 dataset; level of theory: wB97M-V/def2-TZVPD.

Its net charge is 0. For the frontier orbital gap, the calculation gives 0.320 Ha. The SMILES is OSn1ccnc1.

The geometry in XYZ format:
```
11
Properties=species:S:1:pos:R:3:nbo_charge:R:1
S -1.89359 -0.26939 0.61793 0.687
O -2.67425 0.49299 -0.95741 -0.847
N 1.72429 -0.59339 -0.52357 -0.429
N -0.24980 -0.14139 0.36798 -0.564
C 0.65360 0.62056 0.99979 -0.086
C 1.85759 0.35532 0.47316 -0.097
C 0.48741 -0.77533 -0.65240 0.208
H 2.85561 0.77126 0.70894 0.222
H -0.18360 -1.28959 -1.41766 0.203
H 0.39306 0.99664 1.99428 0.226
H -2.97033 -0.16769 -1.61105 0.478
```

Name the most stable of them. *i*.

*i*
A structure of composition C4H9NP. Source: the Open Molecules 2025 dataset; level of theory: wB97M-V/def2-TZVPD.

Its net charge is +1. For the frontier orbital gap (alpha / beta), the calculation gives 0.291 / 0.291 Ha.

The geometry in XYZ format:
```
15
Properties=species:S:1:pos:R:3:nbo_charge:R:1
P -1.90956 0.59643 0.03436 0.858
N 0.23768 0.91365 0.57222 -0.600
C 1.16049 0.67838 -0.53658 -0.232
C -0.20123 -1.37308 0.00400 -0.504
C 0.82235 -0.36459 0.40290 -0.077
C -1.33914 -0.84195 -0.69643 -0.456
H 1.67456 -0.74884 0.98770 0.266
H -2.11864 0.06102 1.25693 0.019
H 2.15309 1.15766 -0.45185 0.244
H -0.52063 -1.99434 0.97076 0.264
H -1.45348 -1.05873 -1.69198 0.248
H 0.37594 -2.07650 -0.58717 0.265
H 0.49020 1.55194 1.39510 0.433
H 0.60084 0.88726 -1.35403 0.212
H -3.00608 1.25065 -0.35876 0.062
```

*ii*
A structure of composition C4H9NP. Source: the Open Molecules 2025 dataset; level of theory: wB97M-V/def2-TZVPD.

Its net charge is +1. For the frontier orbital gap, the calculation gives 0.378 Ha.

The geometry in XYZ format:
```
15
Properties=species:S:1:pos:R:3:nbo_charge:R:1
P -0.35733 -0.62802 1.93312 0.550
N -1.14843 -0.21602 -0.65139 -0.519
C -0.45345 -1.30043 0.13460 -0.287
C 0.06559 1.05887 1.10528 -0.681
C 0.95806 -0.40476 -0.81536 -0.307
C -0.01864 0.74073 -0.38444 -0.073
H -1.22737 -0.53396 -1.61469 0.446
H 0.85884 -0.58554 -1.79121 0.199
H 0.12611 1.66605 -0.82904 0.250
H -2.05122 0.04737 -0.29892 0.430
H -0.63906 -2.31243 0.07285 0.241
H 1.00761 1.39400 1.55213 0.276
H 1.90613 -0.37332 -0.31347 0.239
H 0.98643 -0.90236 2.12601 -0.009
H -0.58888 1.77509 1.48394 0.245
```

*iii*
The ion C4H9NP with charge +1. Source: the Open Molecules 2025 dataset; level of theory: wB97M-V/def2-TZVPD.

Its net charge is +1. For the frontier orbital gap, the calculation gives 0.491 Ha.

The geometry in XYZ format:
```
15
Properties=species:S:1:pos:R:3:nbo_charge:R:1
P 0.14459 -0.01298 -0.07434 1.547
N 3.12951 0.05747 0.02972 -0.131
C -0.54709 -0.46435 -1.66153 -0.974
C -0.31610 1.65955 0.35180 -1.007
C 1.98578 0.08346 -0.14674 -0.112
C -0.20364 -1.18173 1.22471 -1.059
H -1.30056 -1.54626 1.17084 0.299
H -0.33991 -1.46433 -1.98884 0.297
H 0.17695 1.94244 1.30778 0.301
H -1.42300 1.80461 0.61902 0.303
H 0.29277 -2.15547 1.13699 0.310
H -0.04989 0.16241 -2.52346 0.314
H -1.63493 -0.20629 -1.45425 0.283
H 0.16832 2.37500 -0.33204 0.300
H -0.08278 -1.05355 2.34034 0.329
```

Name the most stable of them. *iii*.